{
  "formula": "C3H5N3",
  "method": "the ωB97M-V functional and the def2-TZVPD basis",
  "species": ["N", "C", "C", "N", "C", "N", "H", "H", "H", "H", "H"],
  "coordinates": [[2.04, 0.54, 0.12], [0.86, 0.06, 0.19], [-0.68, 0.30, 1.04], [-1.63, -0.35, 0.18], [-1.04, -0.68, -0.90], [0.31, -0.45, -0.98], [2.51, 0.81, 0.98], [-1.08, 0.20, 2.08], [-0.60, 1.37, 0.86], [-1.53, -1.14, -1.74], [0.84, -0.66, -1.82]],
  "lumo_ha": 0.0343,
  "orbital_gap_ev": 9.94,
  "smiles": "[H]/N=C1\\CN=CN1",
  "homo_energy_ev": -9.00
}

{
  "formula": "C30H32AsNS4SbTeV",
  "method": "the ωB97M-V functional and the def2-TZVPD basis",
  "species": ["V", "S", "Sb", "S", "S", "S", "Te", "C", "C", "C", "C", "C", "C", "H", "H", "H", "H", "H", "C", "C", "C", "C", "C", "C", "As", "N", "C", "C", "C", "C", "C", "C", "C", "C", "C", "C", "C", "C", "C", "C", "C", "C", "C", "C", "H", "H", "H", "H", "H", "H", "H", "H", "H", "H", "H", "H", "H", "H", "H", "H", "H", "H", "H", "H", "H", "H", "H", "H", "H", "H", "H"],
  "coordinates": [[1.64, 1.98, -0.98], [5.25, 4.67, -0.89], [3.91, 3.59, 0.56], [1.56, 3.97, -0.06], [3.57, 1.28, -0.18], [4.19, 3.63, 2.79], [2.42, 2.74, -3.32], [1.26, 2.07, -4.95], [1.53, 2.63, -6.20], [0.81, 2.25, -7.33], [-0.19, 1.29, -7.23], [-0.47, 0.72, -5.99], [0.25, 1.10, -4.86], [2.31, 3.39, -6.29], [1.04, 2.70, -8.28], [-0.75, 0.99, -8.11], [-1.25, -0.03, -5.90], [0.02, 0.64, -3.91], [-4.36, -3.81, -0.61], [-3.09, -3.04, -0.34], [-2.57, -2.93, 0.93], [-1.41, -2.20, 1.21], [-0.98, -2.21, 2.66], [-0.74, -1.56, 0.16], [0.94, -0.52, 0.27], [0.23, 1.17, -0.21], [-1.11, 1.63, -0.02], [-1.66, 2.47, -0.97], [-2.93, 2.99, -0.81], [-3.69, 2.65, 0.30], [-3.15, 1.79, 1.25], [-1.87, 1.28, 1.09], [1.48, -0.58, 2.15], [1.49, 0.45, 3.09], [0.99, 1.85, 2.85], [2.00, 0.18, 4.37], [2.50, -1.05, 4.73], [3.04, -1.31, 6.11], [2.52, -2.05, 3.76], [2.04, -1.84, 2.48], [2.13, -2.98, 1.49], [-1.25, -1.68, -1.15], [-0.62, -1.01, -2.35], [-2.41, -2.41, -1.37], [-4.74, -4.28, 0.30], [-4.19, -4.60, -1.35], [-5.14, -3.16, -1.01], [-3.09, -3.41, 1.76], [-1.83, -2.45, 3.30], [-0.56, -1.27, 3.00], [-0.20, -2.96, 2.84], [-1.08, 2.73, -1.85], [-3.34, 3.66, -1.56], [-4.69, 3.05, 0.43], [-3.73, 1.52, 2.13], [-1.45, 0.63, 1.84], [0.88, 2.10, 1.80], [1.71, 2.56, 3.26], [0.03, 2.02, 3.34], [2.01, 1.00, 5.09], [2.94, -0.43, 6.75], [4.10, -1.57, 6.08], [2.52, -2.13, 6.59], [2.94, -3.02, 4.00], [2.55, -3.86, 1.98], [2.77, -2.73, 0.65], [1.16, -3.27, 1.08], [0.44, -1.19, -2.43], [-0.77, 0.06, -2.31], [-1.09, -1.38, -3.27], [-2.79, -2.49, -2.39]],
  "lumo_ha": [0.0574, 0.0767],
  "multiplicity": 2,
  "total_charge": -1,
  "orbital_gap_ev": [6.31, 6.88],
  "homo_energy_ev": [-4.75, -4.79]
}

{
  "formula": "C23H40B3NO9",
  "method": "the ωB97M-V functional and the def2-TZVPD basis",
  "species": ["C", "C", "C", "C", "B", "O", "B", "C", "C", "C", "C", "C", "C", "C", "O", "B", "O", "N", "O", "O", "H", "H", "H", "H", "H", "H", "H", "H", "H", "H", "H", "H", "H", "H", "H", "H", "C", "C", "O", "C", "H", "H", "H", "H", "H", "H", "C", "C", "O", "C", "H", "H", "H", "H", "H", "H", "C", "C", "O", "C", "H", "H", "H", "H", "H", "H", "C", "C", "O", "C", "H", "H", "H", "H", "H", "H"],
  "coordinates": [[-4.28, 4.26, -3.04], [-3.75, 3.41, -1.88], [-2.66, 2.43, -2.30], [-2.03, 1.66, -1.14], [-0.88, 0.72, -1.57], [-0.73, -0.59, -1.11], [0.49, -0.76, -0.45], [0.58, -1.44, 0.95], [1.96, -1.46, 1.57], [2.25, -0.76, 2.77], [3.55, -0.79, 3.33], [4.59, -1.51, 2.67], [4.31, -2.21, 1.48], [3.01, -2.19, 0.94], [1.59, -0.25, -1.11], [1.38, 0.60, -2.18], [2.41, 0.86, -3.06], [3.76, 0.97, -2.45], [3.90, 2.01, -1.98], [0.15, 1.17, -2.40], [-5.36, 4.17, -3.13], [-4.07, 5.31, -2.89], [-3.84, 3.95, -3.98], [-3.33, 4.06, -1.12], [-4.56, 2.84, -1.43], [-1.88, 2.97, -2.84], [-3.09, 1.71, -2.99], [-1.59, 2.36, -0.42], [-2.79, 1.08, -0.61], [0.16, -2.44, 0.90], [-0.09, -0.86, 1.59], [1.47, -0.21, 3.29], [3.75, -0.28, 4.25], [5.58, -1.53, 3.09], [5.08, -2.77, 0.98], [2.79, -2.72, 0.02], [0.49, -0.22, 6.96], [1.41, -1.40, 6.76], [2.49, -1.27, 6.22], [0.92, -2.74, 7.24], [0.96, 0.67, 6.57], [-0.45, -0.38, 6.44], [0.28, -0.09, 8.02], [-0.01, -3.00, 6.74], [0.73, -2.70, 8.32], [1.67, -3.50, 7.04], [-1.46, 3.99, 4.05], [-0.23, 3.12, 4.00], [-0.21, 2.01, 4.49], [0.98, 3.70, 3.31], [-2.26, 3.46, 4.57], [-1.24, 4.92, 4.58], [-1.79, 4.24, 3.05], [1.29, 4.62, 3.81], [0.75, 3.95, 2.28], [1.80, 2.98, 3.34], [-5.06, -3.26, -3.05], [-4.17, -2.03, -2.98], [-4.63, -0.92, -2.84], [-2.69, -2.26, -3.08], [-6.10, -2.96, -2.96], [-4.90, -3.78, -3.99], [-4.80, -3.95, -2.24], [-2.44, -2.74, -4.03], [-2.34, -2.90, -2.27], [-2.18, -1.30, -3.01], [2.44, -1.79, -7.38], [2.74, -2.60, -6.14], [3.11, -3.75, -6.21], [2.53, -1.90, -4.82], [2.62, -2.40, -8.27], [1.40, -1.46, -7.37], [3.08, -0.91, -7.41], [1.50, -1.57, -4.73], [3.17, -1.02, -4.76], [2.78, -2.58, -4.01]],
  "lumo_ha": -0.0157,
  "orbital_gap_ev": 8.20,
  "smiles": "CCCCB1OB(Cc2ccccc2)OB(ON=O)O1.CC(C)=O.CC(C)=O.CC(C)=O.CC(C)=O",
  "homo_energy_ev": -8.62
}

{
  "formula": "C23H26HfNO3",
  "method": "the ωB97M-V functional and the def2-TZVPD basis",
  "species": ["C", "C", "C", "H", "C", "C", "H", "C", "C", "C", "H", "C", "C", "H", "H", "H", "H", "H", "H", "Hf", "C", "C", "C", "H", "H", "H", "H", "H", "H", "C", "C", "H", "H", "O", "N", "C", "H", "C", "C", "H", "C", "H", "C", "H", "C", "H", "C", "H", "H", "H", "O", "C", "O", "H"],
  "coordinates": [[-0.85, -1.78, 1.22], [-1.83, -0.71, 1.23], [-2.40, -0.63, -0.08], [-2.18, -0.17, 2.11], [-1.79, -1.64, -0.89], [-0.85, -2.35, -0.09], [-2.10, -1.92, -1.90], [1.78, 0.12, 1.46], [0.60, 0.62, 2.09], [0.22, 1.83, 1.45], [0.16, 0.23, 3.01], [1.16, 2.09, 0.40], [2.16, 1.08, 0.47], [-3.24, 0.00, -0.37], [-0.28, -3.24, -0.39], [-0.31, -2.16, 2.09], [3.10, 1.12, -0.09], [-0.55, 2.54, 1.77], [2.39, -0.72, 1.78], [-0.04, -0.02, -0.22], [1.18, 3.30, -0.52], [2.53, 4.00, -0.39], [0.05, 4.28, -0.20], [2.69, 4.26, 0.66], [2.56, 4.92, -0.99], [3.35, 3.35, -0.72], [0.20, 4.70, 0.80], [-0.94, 3.79, -0.23], [0.05, 5.11, -0.92], [1.05, 2.83, -2.01], [-0.27, 2.22, -2.35], [1.82, 2.08, -2.27], [1.21, 3.71, -2.67], [-0.77, 1.27, -1.61], [-0.91, 2.57, -3.46], [-1.91, 1.65, -4.06], [-0.38, 3.13, -4.12], [-3.21, 1.70, -3.34], [-4.00, 0.54, -3.27], [-3.63, -0.37, -3.74], [-5.22, 0.55, -2.60], [-5.82, -0.36, -2.55], [-5.67, 1.74, -2.00], [-6.63, 1.75, -1.48], [-4.90, 2.90, -2.08], [-5.24, 3.83, -1.62], [-3.68, 2.88, -2.77], [-3.06, 3.77, -2.85], [-1.50, 0.63, -4.07], [-2.01, 1.94, -5.11], [2.55, -1.88, -2.93], [2.17, -1.86, -1.77], [1.27, -0.99, -1.28], [2.49, -2.54, -0.95]],
  "lumo_ha": -0.1062,
  "total_charge": 1,
  "orbital_gap_ev": 8.82,
  "homo_energy_ev": -11.71
}